The following is a DFT calculation (ωB97M-V with the def2-TZVPD basis set) of a structure of composition C28H32Cl2NO2PW in a non-equilibrium geometry.

Structure (ORCA input):
```
! RIJCOSX wB97M-V def2-TZVPD def2/J DEFGRID3
* xyz -2 3
C 1.53 -2.52 -2.63
C 1.38 -1.23 -3.29
C 0.10 -0.70 -2.92
C 2.31 -0.68 -4.31
C -0.68 -1.75 -2.22
C 0.30 -2.83 -1.96
C 0.14 -3.95 -1.09
C 2.69 -3.44 -2.77
C -0.48 0.54 -3.47
C -1.95 -1.67 -1.73
W 1.55 -0.90 -1.12
Cl 2.38 1.54 -1.83
Cl 3.72 -1.32 -0.44
O -1.54 -3.18 1.39
H 3.35 -0.77 -3.98
H 2.11 0.37 -4.50
H 2.21 -1.24 -5.25
H 0.16 1.40 -3.22
H -1.48 0.71 -3.06
H -0.56 0.48 -4.56
H -2.56 -0.78 -1.90
H -1.95 -2.48 0.86
H -2.39 -2.55 -1.25
H -0.87 -4.12 -0.71
H 0.85 -3.44 0.12
H 0.73 -4.83 -1.35
H 3.57 -2.90 -3.13
H 2.46 -4.23 -3.49
H 2.94 -3.92 -1.82
H -0.60 -2.91 1.46
O 1.30 -2.67 0.71
H 2.17 -3.04 0.96
N 0.33 -0.20 0.04
P -0.27 0.89 1.06
C -0.41 2.46 0.19
C 0.47 3.52 0.46
C 0.38 4.71 -0.25
C -0.58 4.85 -1.26
C -1.42 3.78 -1.57
C -1.32 2.58 -0.87
C -1.85 0.36 1.74
C -3.08 0.82 1.25
C -4.27 0.40 1.84
C -4.25 -0.44 2.96
C -3.03 -0.90 3.46
C -1.84 -0.53 2.84
C 0.75 1.21 2.50
C 0.30 2.17 3.43
C 1.07 2.49 4.54
C 2.31 1.86 4.73
C 2.75 0.89 3.83
C 1.97 0.54 2.72
H 1.24 3.40 1.23
H 1.06 5.53 -0.02
H -0.67 5.79 -1.81
H -2.17 3.87 -2.37
H -1.95 1.73 -1.15
H -3.11 1.51 0.42
H -5.22 0.74 1.43
H -5.18 -0.75 3.43
H -3.00 -1.56 4.33
H -0.88 -0.90 3.22
H -0.66 2.66 3.27
H 0.71 3.24 5.25
H 2.92 2.13 5.59
H 3.71 0.39 3.99
H 2.30 -0.23 2.03
*
```

Values from the calculation:
Total energy in eV: -71299.3582
F_max in hartree/bohr: 0.148
<S²>: 2.020
Kohn-Sham gap (alpha / beta) in eV: 3.054 / 3.283

The following is a DFT calculation (ωB97M-V with the def2-TZVPD basis set) of a cluster of 5 separate species, C11H35O6P2S in total in a non-equilibrium geometry.

Structure (ORCA input):
```
! RIJCOSX wB97M-V def2-TZVPD def2/J DEFGRID3
* xyz 1 1
C 2.53 -2.54 2.84
P 2.20 -1.50 1.34
C 2.72 0.27 1.51
P 0.17 -1.71 0.64
S -1.44 -0.95 1.86
C -0.72 -0.06 3.27
O -2.25 -2.08 2.39
O -2.31 -0.01 1.10
H 2.59 -3.58 2.51
H 3.50 -2.30 3.29
H 1.73 -2.47 3.58
H 1.93 0.98 1.79
H 3.15 0.59 0.56
H 3.52 0.37 2.25
H 0.03 -1.22 -0.69
H -0.08 -3.11 0.54
H -0.09 -0.75 3.83
H -0.16 0.80 2.88
H -1.53 0.33 3.89
C -5.43 -1.40 0.56
C -6.50 -2.15 1.34
O -6.23 -3.54 1.37
H -5.37 -1.78 -0.47
H -5.64 -0.33 0.53
H -4.45 -1.55 1.01
H -7.47 -2.01 0.87
H -6.55 -1.77 2.37
H -5.37 -3.67 1.79
C -8.13 -1.36 -2.87
C -8.44 -0.20 -1.93
O -9.84 -0.15 -1.64
H -8.70 -1.26 -3.79
H -7.07 -1.40 -3.11
H -8.42 -2.31 -2.41
H -8.17 0.75 -2.40
H -7.88 -0.30 -1.00
H -10.07 -0.98 -1.22
C 6.97 -0.71 -1.47
C 6.15 0.54 -1.26
O 5.44 0.48 -0.02
H 6.33 -1.60 -1.46
H 7.51 -0.68 -2.42
H 7.70 -0.83 -0.66
H 5.41 0.65 -2.06
H 6.78 1.43 -1.26
H 6.09 0.40 0.68
C 5.50 5.38 -2.44
C 6.62 4.98 -1.50
O 7.03 3.63 -1.73
H 4.64 4.72 -2.32
H 5.18 6.41 -2.26
H 5.82 5.30 -3.48
H 6.29 5.05 -0.47
H 7.48 5.64 -1.63
H 7.33 3.58 -2.64
*
```

Values from the calculation:
Total energy in eV: -53661.8207
F_max in hartree/bohr: 0.135
Kohn-Sham gap in eV: 7.195